No. 1
{
  "formula": "C14H31F3N3O4P",
  "method": "the ωB97M-V functional and the def2-TZVPD basis",
  "species": ["C", "C", "C", "O", "C", "C", "N", "C", "P", "N", "N", "C", "C", "C", "C", "O", "H", "H", "H", "H", "H", "H", "H", "H", "H", "H", "H", "H", "H", "H", "H", "H", "H", "H", "H", "H", "H", "H", "H", "H", "H", "C", "C", "O", "C", "O", "C", "F", "F", "F", "H", "H", "H", "H", "H", "H"],
  "coordinates": [[1.26718, 4.68742, 1.43492], [1.43498, 3.30345, 0.83812], [2.46740, 3.23675, -0.29011], [2.00813, 3.80528, -1.50312], [0.85853, 3.19505, -2.06278], [1.11830, 1.85573, -2.82097], [2.42969, 1.29124, -2.56468], [-0.27236, 3.25214, -1.02449], [-1.96343, 2.66176, -1.46108], [-2.92315, 3.12589, -0.33961], [0.06540, 2.79857, 0.38298], [-0.19712, 1.35147, 0.75654], [0.62855, 0.29945, 0.03186], [0.68761, -0.96643, 0.87185], [1.69329, -0.87410, 2.01722], [1.94698, -2.15870, 2.55890], [2.21844, 5.04114, 1.83326], [0.94418, 5.41490, 0.68268], [0.54557, 4.69786, 2.25770], [1.73591, 2.58123, 1.60060], [2.82061, 2.21969, -0.45601], [3.31140, 3.85953, 0.01266], [0.53858, 3.91935, -2.81785], [0.36398, 1.12302, -2.52575], [0.93595, 2.06706, -3.88173], [3.12630, 1.62251, -3.22171], [2.41854, 0.27923, -2.62073], [-0.49151, 4.32081, -0.89182], [-1.83115, 1.31076, -1.84406], [-2.02054, 3.29309, -2.72606], [-3.62187, 2.48274, 0.01041], [-0.62289, 3.31520, 0.94192], [-1.26588, 1.21052, 0.59696], [-0.03045, 1.32597, 1.83509], [0.13154, 0.05535, -0.91125], [1.62528, 0.67837, -0.21636], [0.94776, -1.82352, 0.24825], [-0.31788, -1.22942, 1.22215], [2.62408, -0.40307, 1.65434], [1.31243, -0.24242, 2.83650], [2.88266, -2.39332, 2.47579], [-3.54186, -6.06612, 0.58554], [-2.85633, -5.18113, 1.62011], [-1.44205, -5.20031, 1.55475], [-0.82602, -4.15567, 0.72864], [-1.40799, -2.99675, 0.71457], [-0.63246, -4.69659, -0.72849], [-0.26000, -5.99058, -0.82178], [0.38383, -3.98302, -1.32127], [-1.69678, -4.54390, -1.54096], [-3.03919, -7.03455, 0.53050], [-4.58064, -6.23583, 0.88311], [-3.53910, -5.62069, -0.40580], [-3.11287, -5.54855, 2.61827], [-3.20021, -4.14635, 1.53728], [0.22064, -4.19151, 1.12499]],
  "forces_ev_per_a": [[-0.092, 0.268, -0.065], [-0.121, -0.229, -0.007], [-0.021, 0.050, 0.055], [-0.056, 0.019, -0.054], [-0.002, 0.054, 0.041], [-0.233, 0.089, 0.047], [0.213, -0.173, -0.085], [-0.190, 0.006, 0.255], [0.356, 0.086, -0.423], [0.090, -0.173, 0.275], [0.134, 0.197, -0.122], [0.003, 0.092, -0.083], [-0.189, 0.140, -0.121], [0.101, -0.183, 0.197], [0.064, 0.107, -0.061], [0.360, -0.077, 0.099], [-0.018, -0.085, -0.022], [0.051, -0.108, 0.051], [0.046, -0.066, -0.068], [0.062, 0.157, 0.051], [-0.065, 0.092, -0.018], [-0.001, -0.113, 0.003], [-0.027, -0.074, 0.030], [0.101, 0.105, -0.092], [0.097, -0.091, 0.061], [-0.106, 0.042, 0.089], [-0.075, 0.103, -0.039], [0.147, -0.064, -0.008], [-0.063, 0.009, 0.097], [-0.150, -0.082, 0.036], [-0.042, 0.139, -0.121], [-0.011, -0.132, -0.042], [0.033, -0.157, 0.084], [0.034, -0.043, -0.054], [0.059, -0.015, 0.094], [-0.087, -0.119, 0.100], [0.074, 0.097, -0.033], [0.128, -0.198, 0.051], [-0.094, -0.110, 0.056], [0.052, -0.024, -0.122], [-0.464, 0.190, -0.056], [0.054, -0.073, 0.092], [0.119, 0.123, 0.066], [-0.189, -0.133, -0.309], [0.227, 0.007, -0.001], [-0.245, 0.225, -0.023], [0.073, 0.111, -0.006], [-0.002, 0.021, 0.042], [-0.118, -0.071, 0.040], [0.026, -0.030, 0.068], [-0.029, 0.012, 0.003], [-0.012, 0.005, -0.038], [0.046, 0.039, -0.055], [0.034, 0.022, 0.022], [-0.015, -0.013, -0.005], [-0.069, 0.031, 0.026]],
  "mol_weight_g_mol": 393.39,
  "lumo_ha": -0.0162
}

No. 2
{
  "formula": "C14H31F6ReS3Sb2Se2",
  "method": "the ωB97M-V functional and the def2-TZVPD basis",
  "species": ["Re", "C", "Se", "C", "C", "Se", "C", "H", "H", "H", "H", "H", "H", "H", "H", "H", "H", "S", "C", "S", "S", "C", "C", "C", "Sb", "C", "C", "C", "C", "C", "C", "H", "H", "H", "H", "H", "H", "H", "H", "H", "H", "H", "H", "H", "H", "H", "H", "H", "H", "H", "H", "H", "F", "Sb", "F", "F", "F", "F", "F"],
  "coordinates": [[0.49722, 1.75179, -1.67750], [-2.60369, 0.72231, -3.12704], [-0.88034, -0.06358, -2.67272], [-0.06060, -0.08792, -4.46338], [-0.07029, 1.25227, -5.15552], [0.45178, 2.74610, -3.98571], [2.28679, 3.04546, -4.56683], [-3.07720, 0.06878, -3.85600], [-2.48129, 1.72956, -3.51460], [-3.18848, 0.74695, -2.21119], [-0.60590, -0.84046, -5.03295], [0.94799, -0.45572, -4.27716], [-1.05423, 1.50917, -5.54251], [0.62903, 1.26259, -5.99097], [2.22753, 3.53346, -5.53542], [2.82097, 2.10359, -4.61386], [2.73903, 3.70697, -3.83276], [-2.02109, 3.04324, 1.93779], [-1.03162, 2.67764, 0.73994], [-1.03110, 3.30975, -0.89450], [0.37738, 1.51636, 0.79265], [-3.25344, -0.32878, 0.84554], [-2.06517, -1.28240, 0.90089], [-2.43548, -2.65065, 1.47368], [-0.41453, -0.47433, 2.00083], [-0.80123, 0.22167, 3.99344], [-1.55773, -0.84761, 4.77675], [0.51591, 0.63810, 4.63816], [1.29057, -1.75515, 1.84439], [1.38856, -2.31161, 0.42757], [1.20300, -2.84549, 2.91338], [-4.07009, -0.81413, 0.30704], [-3.01863, 0.60464, 0.33496], [-3.62902, -0.08206, 1.84025], [-1.63781, -1.41034, -0.09857], [-2.82791, -2.57299, 2.48793], [-1.60068, -3.35224, 1.47736], [-3.22345, -3.08754, 0.85793], [-1.42841, 1.09498, 3.82075], [-0.96933, -1.75765, 4.90442], [-2.51357, -1.10674, 4.32030], [-1.77138, -0.45867, 5.77371], [1.17709, -0.21406, 4.80255], [0.30386, 1.07709, 5.61423], [1.05073, 1.38969, 4.05440], [2.13628, -1.09635, 2.04779], [0.57350, -3.00564, 0.21164], [2.32377, -2.86452, 0.32635], [1.39403, -1.52554, -0.33011], [0.33569, -3.49290, 2.77619], [1.17889, -2.43864, 3.92451], [2.09010, -3.47699, 2.84166], [2.04825, 0.29664, -1.98454], [3.81295, 0.96836, -1.20042], [4.27598, 1.46087, -2.93646], [4.52740, -0.72986, -1.39752], [5.13251, 1.96290, -0.38390], [3.04200, 0.47266, 0.45660], [2.54487, 2.51698, -1.18345]],
  "forces_ev_per_a": [[0.672, -0.102, -0.058], [0.005, -0.045, -0.001], [-0.277, -0.018, 0.009], [-0.007, -0.026, 0.048], [-0.023, 0.008, -0.021], [-0.035, 0.036, 0.026], [-0.055, -0.003, -0.021], [-0.015, 0.007, 0.006], [0.011, 0.001, 0.001], [-0.002, 0.016, -0.007], [0.005, 0.005, -0.006], [0.005, 0.005, -0.017], [0.002, -0.010, 0.004], [0.009, 0.002, 0.010], [0.015, 0.003, 0.001], [0.006, 0.003, -0.002], [0.013, -0.002, -0.008], [0.065, 0.007, 0.019], [-0.091, -0.141, -0.222], [-0.011, 0.090, 0.097], [-0.119, -0.026, 0.121], [0.021, 0.017, 0.044], [-0.082, -0.044, -0.152], [0.053, -0.009, 0.074], [-0.054, 0.113, -0.019], [0.002, 0.047, 0.148], [0.005, -0.043, -0.055], [0.045, -0.005, -0.078], [0.095, -0.111, 0.003], [-0.055, 0.040, -0.017], [-0.001, 0.035, 0.017], [0.007, -0.018, -0.014], [0.028, 0.056, 0.000], [0.004, -0.003, -0.003], [-0.004, -0.016, 0.030], [0.000, -0.009, 0.011], [0.005, 0.011, -0.005], [-0.001, 0.016, -0.022], [-0.030, -0.011, 0.014], [-0.017, -0.006, 0.003], [-0.003, 0.005, 0.006], [0.017, 0.023, 0.004], [0.011, 0.004, -0.004], [-0.029, -0.008, 0.007], [-0.006, -0.005, 0.005], [-0.032, 0.029, -0.005], [-0.006, 0.004, -0.004], [0.008, -0.004, 0.018], [0.004, -0.014, 0.005], [-0.003, 0.000, 0.003], [-0.003, -0.010, -0.001], [0.014, 0.010, -0.023], [0.103, -0.111, -0.064], [0.010, 0.028, 0.207], [-0.145, -0.017, 0.141], [-0.058, 0.142, 0.041], [-0.035, -0.103, -0.075], [0.037, 0.089, -0.328], [-0.082, 0.064, 0.106]],
  "mol_weight_g_mol": 997.24,
  "de_lowest_kcal_mol": 0.0,
  "total_charge": 2,
  "lumo_ha": [-0.2451, -0.2764],
  "multiplicity": 3
}

No. 3
{
  "formula": "C14H31N4O2",
  "method": "the ωB97M-V functional and the def2-TZVPD basis",
  "species": ["C", "C", "O", "N", "C", "C", "O", "C", "C", "N", "C", "C", "N", "H", "H", "H", "H", "H", "H", "H", "H", "H", "H", "H", "H", "H", "H", "H", "H", "C", "C", "N", "C", "C", "C", "C", "H", "H", "H", "H", "H", "H", "H", "H", "H", "H", "H", "H", "H", "H", "H"],
  "coordinates": [[0.77894, -0.78281, 2.80401], [-0.70736, -0.90243, 2.25004], [-0.89029, -1.70601, 1.29646], [-1.87769, -0.12367, 2.70293], [-2.02632, -0.09492, 4.16057], [-2.10484, 1.19071, 5.09065], [-2.05452, -1.21613, 4.74021], [-1.97957, 1.20368, 2.05675], [-2.61164, 0.92270, 0.57399], [-3.12295, 2.28934, 0.12342], [-1.98842, 3.27454, 0.03255], [-0.98967, 3.26748, 1.29202], [-0.65894, 1.87385, 1.79647], [1.44634, -0.54552, 1.89288], [0.93667, 0.08752, 3.53029], [1.18611, -1.77788, 3.21721], [-1.67443, 1.01526, 6.14276], [-3.22816, 1.39951, 5.26788], [-1.68568, 2.14646, 4.61983], [-2.71622, 1.92431, 2.55337], [-1.82691, 0.51304, -0.14971], [-3.49082, 0.21452, 0.74591], [-3.81580, 2.61849, 0.82962], [-3.65741, 2.15896, -0.75196], [-2.46562, 4.31933, -0.07268], [-1.45771, 3.08951, -0.96806], [-1.28824, 3.97591, 2.13729], [0.01700, 3.67145, 0.89711], [-0.19124, 1.44813, 0.96903], [1.57237, -1.76061, -5.17954], [2.50193, -1.87127, -3.97699], [2.24197, -0.87785, -2.94087], [3.30430, -0.78794, -1.94275], [3.55618, -2.01078, -1.06194], [0.88426, -0.84170, -2.41226], [0.32267, -2.12477, -1.80099], [1.58691, -0.75163, -5.59896], [1.89331, -2.45352, -5.96126], [0.54165, -2.01678, -4.92120], [3.52277, -1.72789, -4.35116], [2.45667, -2.89432, -3.58356], [3.12091, 0.07940, -1.29725], [4.23773, -0.55130, -2.46608], [2.77837, -2.13441, -0.30778], [4.50167, -1.88614, -0.52484], [3.63328, -2.93200, -1.64261], [0.21171, -0.53079, -3.21971], [0.80409, -0.03481, -1.67241], [0.51448, -3.00438, -2.41897], [-0.76362, -2.03517, -1.69629], [0.72176, -2.30666, -0.80339]],
  "forces_ev_per_a": [[0.275, 0.689, -0.101], [0.650, -3.561, -3.021], [0.349, 3.265, 3.236], [0.695, 2.240, 1.925], [0.564, -3.512, 2.860], [-1.177, 0.694, -0.518], [0.246, 3.885, -2.322], [0.301, -0.895, -2.954], [-0.326, -0.715, 1.904], [-0.251, -0.817, 0.464], [0.502, 2.112, -0.844], [1.323, 0.025, -0.563], [-1.512, 1.579, -0.426], [-1.190, -0.410, 1.238], [-0.409, -1.434, -0.836], [-1.057, 1.558, -0.529], [-0.431, -0.096, -1.986], [1.641, -0.346, -0.299], [-0.338, -1.450, 0.688], [1.269, -1.222, -0.062], [-1.305, 0.599, 0.935], [1.160, 0.966, -0.739], [0.539, -0.288, -0.577], [0.489, 0.456, 0.238], [0.748, -1.600, 0.188], [-0.614, -0.017, 1.647], [0.025, -1.214, -1.156], [-1.719, -0.377, 0.535], [-0.401, -0.147, 1.038], [-0.121, -0.011, 0.063], [-0.055, 0.032, -0.182], [0.107, 0.393, 0.273], [0.173, 0.034, -0.138], [0.133, -0.023, 0.236], [-0.137, -0.131, -0.402], [-0.152, -0.046, 0.229], [0.000, -0.040, 0.084], [-0.019, 0.038, 0.099], [0.035, 0.029, -0.053], [-0.049, 0.082, 0.300], [0.009, -0.111, -0.034], [-0.171, -0.024, -0.097], [-0.136, -0.055, -0.114], [-0.020, -0.103, -0.053], [-0.062, -0.009, -0.062], [-0.044, 0.060, 0.031], [0.117, -0.055, -0.088], [0.295, 0.022, 0.030], [0.025, 0.099, -0.010], [0.053, -0.042, 0.014], [-0.027, -0.108, -0.095]],
  "mol_weight_g_mol": 287.43,
  "de_lowest_kcal_mol": 58.6,
  "total_charge": 1,
  "lumo_ha": -0.1320
}

No. 4
{
  "formula": "C14H31O4RuSb",
  "method": "the ωB97M-V functional and the def2-TZVPD basis",
  "species": ["Ru", "C", "C", "O", "C", "C", "O", "C", "C", "O", "C", "C", "O", "H", "H", "H", "H", "H", "H", "H", "H", "H", "H", "H", "H", "H", "H", "H", "H", "C", "C", "Sb", "C", "C", "C", "C", "H", "H", "H", "H", "H", "H", "H", "H", "H", "H", "H", "H", "H", "H", "H"],
  "coordinates": [[-0.87129, 0.06243, 0.29884], [1.46277, -0.84990, 1.92210], [1.90398, -0.82423, 0.47624], [0.72657, -0.98120, -0.41222], [0.31125, -2.34335, -0.77408], [-0.73557, -2.83049, 0.19572], [-1.73271, -1.75166, 0.33084], [-2.60581, -1.92405, 1.51278], [-3.27932, -0.59800, 1.76212], [-2.27008, 0.46830, 1.70655], [-1.65312, 0.95152, 2.96391], [-0.41776, 0.13490, 3.26002], [0.29877, 0.03549, 1.98338], [2.25030, -0.44554, 2.56110], [1.17373, -1.83620, 2.28653], [2.62093, -1.61319, 0.25145], [2.33189, 0.13554, 0.19269], [1.18350, -2.99696, -0.77969], [-0.07154, -2.26262, -1.79016], [-0.33370, -3.04983, 1.18484], [-1.24228, -3.71661, -0.19012], [-1.98509, -2.25246, 2.34708], [-3.33901, -2.69808, 1.28062], [-3.77527, -0.57869, 2.73270], [-4.00466, -0.34455, 0.99139], [-2.38881, 0.88871, 3.76512], [-1.42614, 1.99876, 2.77219], [-0.62245, -0.87452, 3.61935], [0.21485, 0.65735, 3.97989], [-4.71738, 1.73419, -1.50040], [-3.54568, 2.25284, -2.30679], [-2.04185, 0.66614, -2.14970], [-0.38534, 2.17117, -3.67102], [-1.03715, 2.68583, -4.83970], [-2.59193, -0.89952, -3.49897], [-3.57463, -0.44319, -4.57531], [-5.53702, 2.45082, -1.67268], [-4.52705, 1.72663, -0.42752], [-5.09075, 0.76254, -1.83281], [-3.10862, 3.17704, -1.93403], [-3.72900, 2.31342, -3.38074], [0.25272, 1.28831, -3.76406], [-0.15671, 2.85129, -2.85052], [-1.34741, 1.95396, -5.58556], [-0.14604, 3.20453, -5.31509], [-1.75004, 3.49556, -4.67684], [-3.01034, -1.66698, -2.83961], [-1.65845, -1.29368, -3.90974], [-4.50601, -0.05959, -4.15991], [-3.83114, -1.31348, -5.18370], [-3.15034, 0.29873, -5.25092]],
  "forces_ev_per_a": [[0.103, 0.524, -1.403], [0.045, 0.110, 0.004], [-0.184, -0.123, -0.125], [0.566, -0.286, -0.159], [0.116, 0.216, 0.104], [-0.136, -0.028, -0.069], [-0.053, -0.433, 0.069], [-0.071, -0.048, -0.139], [0.217, 0.185, 0.080], [-0.507, 0.260, 0.419], [-0.191, -0.124, -0.159], [0.169, 0.044, 0.009], [-0.267, 0.004, 0.086], [-0.036, -0.003, 0.035], [0.014, -0.018, -0.025], [0.009, 0.005, 0.023], [-0.009, 0.025, 0.062], [-0.020, -0.026, 0.002], [-0.034, -0.026, 0.012], [0.035, -0.001, -0.004], [-0.013, 0.000, 0.039], [-0.005, 0.035, 0.028], [0.045, -0.031, 0.004], [0.001, -0.033, -0.001], [0.007, -0.048, -0.031], [0.019, 0.005, 0.017], [0.055, -0.007, 0.010], [-0.040, 0.006, 0.013], [0.019, -0.038, 0.003], [0.169, -0.311, 0.140], [0.323, 0.453, -0.744], [-0.443, -1.271, 2.396], [0.993, 1.434, -1.535], [-0.638, -0.571, 0.663], [-0.146, 0.451, -0.183], [0.007, -0.266, -0.022], [0.043, 0.003, -0.048], [-0.001, 0.019, 0.008], [-0.050, 0.006, -0.007], [-0.030, -0.008, 0.024], [-0.152, 0.098, 0.089], [-0.266, -0.277, 0.170], [-0.227, -0.087, 0.187], [0.126, 0.002, -0.104], [0.305, 0.037, 0.078], [0.102, 0.137, -0.035], [0.035, -0.029, 0.036], [0.015, -0.041, 0.002], [0.003, 0.006, -0.002], [-0.028, 0.053, -0.020], [0.009, 0.016, 0.002]],
  "mol_weight_g_mol": 486.23,
  "total_charge": 4,
  "lumo_ha": [-0.6364, -0.6397]
}